Record 1
Formula: C21H22ClN3O5S
Source: OMol25
Level of theory: ωB97M-V/def2-TZVPD

Properties
**LUMO**: 0.53 eV
**E_HOMO**: -8.517 eV
**Energy above the lowest of the compared OMol25 structures with the same formula, charge and spin**: 0.546 eV
**Charge**: 0
**HOMO-LUMO gap**: 9.1 eV
**Total energy**: -60198.55756 eV

Geometry as XYZ:
```
53
Properties=species:S:1:pos:R:3:forces:R:3
C -1.4284 2.4772 -1.4785 0.04 -0.06 -0.24
O 0.0294 -1.9473 1.9851 -0.11 0.05 0.13
H -1.2679 2.8778 0.6095 -0.01 0.11 0.11
H 2.8789 1.2151 -1.4632 0.03 0.03 -0.01
C -0.9904 -0.1677 -0.8189 -0.01 0.25 0.03
C 2.7890 -2.5520 -2.2850 -0.03 0.06 0.02
H 2.7638 -3.6063 -2.5144 -0.01 -0.10 -0.01
C 2.3361 -0.7412 -0.7680 0.19 0.01 -0.33
H -1.8182 0.2032 -4.7806 -0.02 0.12 -0.01
S -1.1126 -1.0607 2.0785 -0.08 0.27 0.89
N 1.7869 -0.3417 0.4506 0.10 -0.47 0.16
C -1.3754 1.5171 -2.4926 0.01 0.06 0.28
O -1.3703 -0.6168 5.9738 0.91 -0.75 -0.21
H 0.6845 -2.4689 4.1386 0.03 -0.02 0.07
C 2.3056 -2.1018 -1.0724 -0.01 0.08 0.05
H 0.4001 0.2898 -5.9243 0.05 -0.09 -0.10
H -2.9037 1.6983 2.9142 -0.01 0.06 -0.05
H -1.6445 1.7002 -5.7184 -0.01 -0.15 0.11
H 1.3081 -1.0861 0.9591 0.13 0.30 -0.11
N -0.7168 0.4626 1.5310 -0.44 -0.81 0.38
C 0.2319 0.8831 -5.0299 -0.36 0.14 0.18
C -2.4311 0.1468 4.2650 0.32 -0.22 0.22
C -1.2490 2.1228 -0.1604 0.01 -0.23 0.06
H 0.4412 2.0072 2.3589 0.10 -0.17 -0.05
H 0.0892 -2.8934 5.7619 0.01 -0.07 0.02
H 0.6374 0.3508 -4.1725 0.10 -0.07 0.02
H 1.8927 -2.7945 -0.3538 -0.04 -0.11 0.08
H -1.5985 3.5050 -1.7563 -0.01 0.13 -0.03
C -1.3974 -0.7077 3.7789 0.35 -0.27 0.03
C 1.6106 0.9202 0.9155 -0.09 -0.05 0.40
H 0.7633 1.8261 -5.1278 0.08 0.07 -0.03
C -1.0084 0.7951 0.1772 -0.44 -0.05 -0.60
H 1.2058 -1.5471 5.5719 0.06 0.01 0.01
H 3.6746 -2.0061 -4.1658 0.05 -0.01 -0.09
H -0.8254 -1.2021 -0.5607 0.06 -0.10 -0.12
O 2.1576 1.9163 0.5041 0.04 0.19 -0.03
C 0.5531 0.9696 2.0307 0.42 0.34 0.11
O -1.5419 1.9858 -3.7542 -0.08 0.17 0.27
C -1.2611 1.1449 -4.8581 0.24 -0.24 -0.35
C -1.1784 0.1843 -2.1433 -0.06 0.02 -0.26
H 0.8528 0.3513 2.8794 0.15 0.19 0.04
O -2.3364 -1.4772 1.4773 -0.09 0.18 -0.12
C 3.3007 -1.6620 -3.2151 0.05 0.09 -0.10
C 3.3232 -0.3124 -2.9028 -0.14 -0.33 0.21
C -3.4072 0.8898 3.4421 -0.19 0.14 0.12
C 2.8540 0.1625 -1.6901 0.01 0.16 -0.02
H -1.1509 -0.5933 -2.8895 0.02 -0.04 -0.11
C 0.3765 -2.0758 5.1033 -0.04 0.04 0.19
H -3.8299 0.2204 2.6954 -0.10 0.05 -0.02
Cl 3.9436 0.8141 -4.0560 0.09 0.16 -0.17
N -2.3902 0.1839 5.5667 -1.11 0.84 -0.35
C -0.7681 -1.1597 4.9099 -0.08 0.05 -0.69
H -4.1885 1.3008 4.0741 -0.07 0.04 -0.02
```
Forces are in eV/Å.

Results of the natural (NBO) charge analysis, in e, for atoms 1 through 6:
1. C -0.234
2. O -0.975
3. H 0.221
4. H 0.268
5. C -0.143
6. C -0.179

Record 2
Formula: C4H8O2
Source: OMol25
Level of theory: ωB97M-V/def2-TZVPD

Properties
**LUMO**: 0.68 eV
**E_HOMO**: -8.428 eV
**Energy above the lowest of the compared OMol25 structures with the same formula, charge and spin**: 5.184 eV
**Charge**: 0
**HOMO-LUMO gap**: 9.1 eV
**Total energy**: -8368.09743 eV

Geometry as XYZ:
```
14
Properties=species:S:1:pos:R:3:forces:R:3
C -0.8305 -0.2927 -1.5395 0.31 -0.78 -0.55
O -0.0627 2.0010 0.5324 -0.47 0.16 -0.10
C 0.1464 -0.4745 1.5398 -0.16 -0.04 0.32
H -1.5622 0.2394 -0.8480 1.60 -1.05 0.39
O 0.2397 -1.2730 -1.1542 -1.22 1.07 -0.93
H 2.4184 0.0218 0.7441 0.32 -0.32 -0.09
H -0.5097 0.5137 -2.2208 0.32 -0.59 0.18
H 1.1326 -0.8793 -1.1756 -1.05 0.14 0.07
C 1.3523 -0.0284 0.7358 0.15 0.93 0.51
C 0.3124 0.7332 0.7048 1.00 0.14 0.92
H -1.4531 -0.9950 -2.0621 -0.58 0.13 -0.63
H -0.4378 -1.3414 1.2176 0.10 0.28 -0.04
H 0.1990 -0.3212 2.6209 -0.16 -0.20 0.04
H -0.9447 2.0963 0.9050 -0.14 0.15 -0.09
```
Forces are in eV/Å.

Results of the natural (NBO) charge analysis, in e, for atoms 1 through 6:
1. C -0.290
2. O -0.647
3. C -0.432
4. H 0.172
5. O -0.737
6. H 0.225

Record 3
Formula: C25H55BrN9O6
Source: OMol25
Level of theory: ωB97M-V/def2-TZVPD

Properties
**LUMO**: -6.41 eV
**E_HOMO**: -10.419 eV
**Charge**: +1
**HOMO-LUMO gap**: 4.0 eV
**Total energy**: -122540.95254 eV

Geometry as XYZ:
```
96
Properties=species:S:1:pos:R:3:forces:R:3
H 5.1280 -5.8657 0.1071 0.11 -0.15 0.00
O 6.0847 -4.0903 5.5105 -0.04 0.11 0.70
H 4.5041 4.1636 0.6472 0.14 0.15 0.02
H -7.2729 4.9596 -7.4285 0.18 0.04 -0.10
C -6.8720 3.9479 -7.5288 -0.30 -0.07 -0.08
H 1.1404 3.1723 -2.0576 -1.36 -0.93 -0.19
H 4.6993 2.7053 3.6296 0.03 0.08 -0.07
Br -1.5303 2.9957 0.6774 -0.23 0.07 -0.49
C 4.3497 4.3802 1.7073 -0.28 -0.03 -0.09
N 5.3485 -2.8887 7.3146 0.15 0.19 -0.76
H 5.5988 -1.3271 8.6663 -0.13 0.15 0.00
H 1.9565 4.1562 0.8637 0.10 -0.04 0.09
H 5.0352 -3.7630 9.1955 0.02 0.07 -0.14
C 0.6090 2.1883 -2.2206 1.12 -2.87 1.54
C -2.5137 -0.0499 3.5354 -0.24 0.00 0.04
H -9.2467 3.6618 -8.4036 0.11 -0.05 0.10
H -3.7454 1.1732 -1.2278 0.39 0.14 -0.77
H 6.3740 -4.4496 8.2377 -0.12 -0.10 0.08
H 4.3181 -4.4523 -3.6591 0.14 0.05 -0.03
N -1.7385 3.1002 -2.8690 -2.90 -1.05 0.97
H -6.9540 2.6489 -3.1571 1.70 -1.12 0.08
H 1.3108 3.6563 2.4510 -0.09 -0.02 -0.12
C -0.7439 1.9803 -3.0191 3.09 -0.97 -0.95
N -7.8340 3.0030 -6.9992 0.43 -0.32 0.59
C 1.2496 1.0442 -1.6849 -1.33 2.07 -0.96
H 2.6910 -3.0125 -5.0064 0.02 0.00 0.16
H 4.5218 -4.8835 3.1414 0.05 0.06 0.19
H 0.9749 0.0023 -2.0342 0.02 1.23 0.93
C 2.3465 -2.9610 -1.6962 0.41 -0.16 -0.47
H 4.6942 -4.8084 7.7911 0.09 -0.05 0.14
N 2.9083 -3.1099 -2.9236 -0.24 0.08 0.73
H -1.1368 0.9485 -2.7613 0.17 1.36 -0.24
H 5.6441 -2.3792 1.2747 0.00 -0.03 0.08
C 5.4440 -4.3405 2.9195 0.15 -0.40 -0.42
H 5.7868 -6.5126 1.6334 -0.01 0.17 0.00
O -8.2923 1.3579 -5.4732 0.03 0.14 -0.04
H 2.0480 1.1298 -0.8827 -0.72 -0.03 -1.62
C -6.8033 0.6341 -2.2699 0.78 2.28 -0.30
C -2.7348 2.8346 -1.8531 0.15 -0.70 -0.09
C 5.7264 -3.0436 6.0180 -0.10 -0.01 0.59
H -5.5977 -0.9486 3.5178 -0.09 0.15 0.07
C -5.0125 -0.0264 3.5139 -0.16 -0.12 -0.24
H 4.7680 -3.6778 -2.1208 -0.09 0.10 -0.17
H -6.5048 2.3009 -5.5915 0.09 0.08 -0.07
H 1.2399 -3.5192 -4.1014 -0.02 0.12 -0.14
H -6.6984 3.7266 -8.5846 0.12 0.17 0.03
N -2.6433 3.5809 -0.6948 -0.40 0.65 0.16
O 6.0109 -3.3138 -0.4883 0.01 -0.09 0.07
H -2.4655 0.9908 3.8663 0.16 -0.07 0.10
C -6.3730 1.9837 -2.4419 -0.03 -1.89 0.33
C 4.2899 -3.5203 -3.0886 -0.10 -0.08 -0.10
H -2.7837 -0.8176 1.0924 0.09 -0.02 0.10
H 3.9091 -1.6879 8.2171 0.04 0.19 0.04
H -1.6565 -0.2624 2.8950 -0.11 -0.03 0.01
H -2.2703 3.1255 -3.7603 0.23 -0.50 0.53
H -5.4147 2.4338 -0.5124 0.80 0.29 -1.39
H 5.6800 -2.1059 5.4397 -0.04 0.09 0.06
H -4.8287 0.2948 4.5391 0.08 -0.04 -0.13
C -5.1409 2.5932 -1.6174 -2.99 0.60 1.36
N -3.8338 1.8968 -1.9748 1.24 1.83 -0.40
C 5.7930 -3.3153 0.7130 -0.02 -0.61 0.53
C 2.1046 -2.8513 -4.1021 -0.22 0.01 0.27
H 1.8378 2.4250 1.2829 -0.16 0.07 -0.02
H 4.8297 -2.7411 -3.6321 0.14 -0.13 0.03
H 6.2731 -4.7934 3.4592 -0.21 0.11 0.03
C 5.8831 -5.7266 0.8846 0.06 0.16 -0.26
H -2.4845 -0.7119 4.4037 0.19 0.11 0.01
H -0.4683 1.9435 -4.1326 -0.67 0.22 1.51
H -5.0505 3.7194 -1.7920 -0.17 -1.59 0.08
H 3.0444 -3.1828 -0.8736 0.07 -0.03 -0.08
H 4.9732 -0.8339 7.0758 0.01 -0.12 0.01
H 6.8724 -5.7776 0.4240 -0.10 -0.14 -0.03
O 2.8890 1.8076 3.7588 -0.10 0.15 -0.22
H -5.9254 3.8837 -6.9902 -0.10 -0.06 0.00
O 1.1940 -2.6191 -1.4842 -0.11 0.22 -0.21
C 4.9335 -1.6057 7.8455 0.03 -0.24 0.11
O -4.7973 -0.8617 0.8685 -0.01 0.30 0.01
H 5.3009 4.2889 2.2324 -0.12 -0.05 -0.01
C -9.1578 2.9410 -7.5909 -0.10 -0.23 0.18
C 3.6637 2.6055 3.2677 -0.07 0.16 -0.20
C 5.3613 -4.0427 8.1938 0.11 -0.18 -0.23
C -7.5345 2.1721 -5.9646 -0.19 0.25 -0.44
H -3.1451 4.4749 -0.5889 0.62 -0.77 0.02
H -7.0087 0.0289 -3.2170 -1.03 1.18 1.61
H -6.9453 0.1764 -1.2329 1.42 0.19 -1.59
N -3.7583 -0.2600 2.8220 0.22 -0.22 -0.87
N 3.3715 3.4536 2.2424 0.32 -0.29 0.45
H -5.5776 0.7438 2.9836 -0.10 -0.07 0.13
C -3.7877 -0.6694 1.5233 0.07 0.17 0.66
H -9.9045 3.1587 -6.8240 -0.07 -0.05 -0.15
H 3.9747 5.4003 1.8211 0.19 0.04 -0.08
H -9.3333 1.9331 -7.9734 -0.14 0.11 -0.01
H 1.7483 -1.8181 -4.0751 -0.07 -0.06 -0.16
N 5.7070 -4.4221 1.4931 -0.12 0.94 -0.47
H 5.3341 -3.3044 3.2378 0.07 -0.09 -0.15
C 2.0412 3.4272 1.6702 0.03 -0.23 0.22
```
Forces are in eV/Å.

Results of the Löwdin charge analysis, in e, for atoms 1 through 6:
1. H 0.089
2. O -0.007
3. H 0.090
4. H 0.090
5. C -0.062
6. H 0.103

Record 4
Formula: C4H6FLiO4
Source: OMol25
Level of theory: ωB97M-V/def2-TZVPD

Properties
**LUMO**: -0.50 eV
**E_HOMO**: -9.014 eV
**Energy above the lowest of the compared OMol25 structures with the same formula, charge and spin**: 0.155 eV
**Charge**: 0
**HOMO-LUMO gap**: 8.5 eV
**Total energy**: -15357.90985 eV

Geometry as XYZ:
```
16
Properties=species:S:1:pos:R:3:forces:R:3
O -1.6868 -0.6098 0.4682 0.13 -1.33 -0.37
Li 0.7525 2.0353 -0.0663 0.50 -0.74 -0.30
H -1.8148 0.7728 -1.0930 0.05 -0.35 -0.11
O 1.4939 0.8870 -1.2853 0.07 0.63 0.26
F 3.2941 0.3145 0.0617 -0.46 0.08 -0.12
H 0.6074 -1.5443 -0.2865 -0.12 0.26 0.28
C 2.1128 -0.1130 -0.7113 0.26 -0.09 -0.31
H -3.0122 -0.5851 -1.0572 0.17 0.32 0.11
C 1.2106 -0.8294 0.2904 -0.03 -0.84 -0.64
H 1.7550 -1.3628 1.0749 -0.08 0.22 -0.04
O 0.3996 0.1874 0.8832 0.47 -0.05 0.18
H 2.5504 -0.8566 -1.4066 -0.03 0.16 0.16
C -0.8719 0.0493 1.2655 -0.18 2.32 1.81
C -2.4579 0.1469 -0.4635 -0.30 0.54 0.11
O -1.1993 0.6889 2.2459 -0.39 -0.85 -0.96
H -3.1334 0.8189 0.0800 -0.05 -0.28 -0.07
```
Forces are in eV/Å.

Results of the natural (NBO) charge analysis, in e, for atoms 1 through 6:
1. O -0.535
2. Li 0.959
3. H 0.179
4. O -0.971
5. F -0.452
6. H 0.193